Below is a 7-piece molecular cluster, H14O7 overall, with properties calculated with ωB97M-V/def2-TZVPD.

Results
Relative energy (zero: lowest compared OMol25 entry of this formula, charge and spin) (kcal per mole): 35.1
Molecular weight (g mol⁻¹): 126.10
Kohn-Sham gap (Eh): 0.40301
SMILES: O.O.O.O.O.O.O
E_tot (eV): -14559.9394
LUMO (hartree): 0.00210

Each line ends with the Mulliken charge.
Geometry (Å):
O 0.5627 -1.2254 -3.4794  -0.61
H 0.9693 -2.0948 -3.4164  0.30
H 0.0328 -1.1186 -2.6826  0.32
O -1.3761 -0.2795 3.3171  -0.63
H -1.4196 -1.2305 3.1862  0.29
H -0.9918 0.0514 2.4866  0.40
O -0.0126 0.0882 0.8139  -0.73
H -0.2511 -0.5348 0.1182  0.28
H 0.9180 -0.1027 1.0286  0.43
O 0.5169 3.2698 0.2525  -0.64
H 0.9646 3.4165 1.0909  0.30
H 0.0967 2.4070 0.3549  0.35
O 2.8186 -0.3012 1.0803  -0.66
H 3.2752 -1.0161 0.6255  0.31
H 3.4318 0.4407 1.0636  0.31
O -0.8325 1.2815 -2.4909  -0.63
H -0.3896 1.4659 -1.6560  0.29
H -0.2254 1.6103 -3.1618  0.32
O -2.4531 -1.8744 0.2345  -0.60
H -2.5381 -2.8128 0.4288  0.30
H -3.0966 -1.4407 0.8054  0.32

---

Below is H14O7 as an isolated structure in a non-equilibrium geometry, with properties calculated with ωB97M-V/def2-TZVPD.

Results
Relative energy (zero: lowest compared OMol25 entry of this formula, charge and spin) (kcal per mole): 118.8
Molecular weight (g mol⁻¹): 126.10
Kohn-Sham gap (Eh): 0.35022
E_tot (eV): -14556.3104
LUMO (hartree): -0.00431

Each line ends with the Mulliken charge.
Geometry (Å):
O -1.4533 -1.4342 0.5878  -0.62
H -1.5263 -2.0245 1.3378  0.30
H -1.5937 -1.9961 -0.1743  0.27
O -0.6356 1.4953 0.9724  -0.69
H -1.1020 2.3305 1.0063  0.28
H -1.3221 0.8425 0.8352  0.29
O -0.6757 -2.1448 -2.0321  -0.69
H -0.8137 -2.9897 -1.6041  0.33
H 0.1971 -1.8722 -1.7492  0.32
O 1.3921 2.7923 -1.3967  -0.58
H 0.5598 2.3209 -1.4341  0.27
H 1.3048 3.4855 -2.0510  0.31
O 0.2802 -0.2582 -0.2562  -0.55
H 0.2831 0.6990 -0.2627  0.30
H -0.2610 -0.4914 0.4980  0.31
O 1.9629 -1.1454 -1.0839  -0.83
H 1.7041 -2.0608 -0.9773  0.25
H 1.2379 -0.6458 -0.7082  0.63
O 0.4907 0.8399 2.8764  -0.70
H 0.0182 1.3571 3.5288  0.29
H -0.0475 0.8999 2.0871  0.50

---

Below is a 7-piece molecular cluster, H14O7 overall in a non-equilibrium geometry, with properties calculated with ωB97M-V/def2-TZVPD.

Results
Relative energy (zero: lowest compared OMol25 entry of this formula, charge and spin) (kcal per mole): 39.1
Molecular weight (g mol⁻¹): 126.10
Kohn-Sham gap (Eh): 0.36369
SMILES: O.O.O.O.O.O.O
E_tot (eV): -14559.7641
LUMO (hartree): 0.00354

Each line ends with the Mulliken charge.
Geometry (Å):
O 8.3780 8.5820 18.9070  -0.79
H 7.7330 9.2470 18.9940  0.33
H 7.9890 7.9290 18.3140  0.33
O 10.3690 11.9410 20.6410  -0.67
H 10.8620 12.5290 21.2000  0.29
H 10.3220 12.3690 19.8270  0.38
O 10.2390 9.7760 17.5020  -0.70
H 10.7260 9.0680 17.1680  0.28
H 9.4490 9.3670 17.7970  0.42
O 11.0480 12.9260 18.0810  -0.66
H 11.9720 12.6120 18.1410  0.33
H 11.1210 13.8620 17.9430  0.29
O 9.7650 8.5310 21.2810  -0.71
H 9.0980 8.4350 20.5550  0.39
H 10.5350 8.8690 20.8190  0.48
O 13.6350 10.4100 18.1370  -0.62
H 12.9290 9.9430 18.6350  0.40
H 14.2720 9.7030 18.0880  0.29
O 11.5720 9.7380 19.7670  -0.93
H 11.3780 10.5890 20.1430  0.48
H 11.0140 9.6170 19.0090  0.39

---

Below is a 7-piece molecular cluster, H14O7 overall in a non-equilibrium geometry, with properties calculated with ωB97M-V/def2-TZVPD.

Results
Relative energy (zero: lowest compared OMol25 entry of this formula, charge and spin) (kcal per mole): 42.7
Molecular weight (g mol⁻¹): 126.10
Kohn-Sham gap (Eh): 0.38691
SMILES: O.O.O.O.O.O.O
E_tot (eV): -14559.6096
LUMO (hartree): -0.00706

Each line ends with the Mulliken charge.
Geometry (Å):
O 17.6810 10.8570 11.4740  -0.68
H 17.1490 10.9320 12.2330  0.27
H 18.5540 11.1580 11.7500  0.44
O 19.7770 11.7220 12.6690  -0.63
H 19.6450 12.5880 12.3520  0.41
H 20.6550 11.5290 12.3620  0.28
O 17.3580 14.0850 13.8460  -0.62
H 16.8350 13.7630 13.1200  0.32
H 18.1900 14.2420 13.4720  0.29
O 19.3960 14.0900 11.3800  -0.63
H 19.8270 13.6500 10.6300  0.25
H 19.1070 14.9280 11.0350  0.29
O 21.8800 10.0650 12.2070  -0.74
H 22.5820 9.7610 12.8070  0.30
H 21.2700 9.3420 12.3110  0.34
O 19.2510 9.8990 14.8570  -0.62
H 18.6730 10.3410 15.4780  0.31
H 19.5060 10.5140 14.1890  0.38
O 21.8640 10.4100 9.2930  -0.62
H 21.4620 11.2770 9.1030  0.29
H 22.0270 10.2890 10.1890  0.37

---

Below is a 7-piece molecular cluster, H14O7 overall in a non-equilibrium geometry, with properties calculated with ωB97M-V/def2-TZVPD.

Results
Relative energy (zero: lowest compared OMol25 entry of this formula, charge and spin) (kcal per mole): 47.5
Molecular weight (g mol⁻¹): 126.10
Kohn-Sham gap (Eh): 0.34753
SMILES: O.O.O.O.O.O.O
E_tot (eV): -14559.4033
LUMO (hartree): -0.01366

Each line ends with the Mulliken charge.
Geometry (Å):
O -2.6057 22.5145 -3.1870  -0.67
H -2.6815 22.3783 -2.2356  0.32
H -3.4977 22.2682 -3.3964  0.33
O 1.7577 21.6144 -2.2288  -0.66
H 1.1187 21.0328 -1.8027  0.31
H 1.7898 22.2869 -1.6064  0.30
O -2.1303 20.0840 -4.5399  -0.66
H -2.2625 21.0055 -4.2507  0.37
H -2.5836 19.5201 -3.8741  0.30
O 4.1228 21.7087 -5.8032  -0.61
H 4.7956 21.4044 -5.2392  0.30
H 3.4460 21.9175 -5.1774  0.30
O 0.4931 19.0348 -4.4872  -0.62
H 0.0061 18.6504 -5.2239  0.30
H -0.1467 19.6821 -4.1084  0.37
O 1.4715 21.4935 -7.3200  -0.62
H 2.3451 21.1297 -7.1855  0.33
H 1.2247 21.5606 -6.3964  0.39
O 0.5029 21.9714 -4.7349  -0.61
H 1.0496 21.7476 -3.9851  0.32
H -0.2933 22.2288 -4.3130  0.22

---

Below is a 7-piece molecular cluster, H14O7 overall, with properties calculated with ωB97M-V/def2-TZVPD.

Results
Relative energy (zero: lowest compared OMol25 entry of this formula, charge and spin) (kcal per mole): 41.0
Molecular weight (g mol⁻¹): 126.10
Kohn-Sham gap (Eh): 0.37293
SMILES: O.O.O.O.O.O.O
E_tot (eV): -14559.6824
LUMO (hartree): -0.01366

Each line ends with the Mulliken charge.
Geometry (Å):
O -20.5434 -9.2912 -10.4213  -0.64
H -19.8633 -9.6741 -10.9873  0.34
H -20.4409 -9.7632 -9.5901  0.29
O -17.7979 -10.4836 -10.7178  -0.60
H -16.9784 -10.0304 -10.4844  0.30
H -17.9698 -11.0875 -9.9860  0.28
O -18.0367 -11.1757 -7.4154  -0.59
H -17.7997 -11.8181 -6.7399  0.30
H -17.6008 -10.3631 -7.1429  0.30
O -20.4256 -12.6308 -9.7507  -0.60
H -19.6653 -12.8693 -10.2896  0.30
H -20.3629 -13.1900 -8.9711  0.30
O -15.4677 -8.6574 -10.6184  -0.71
H -15.5791 -8.6125 -9.6620  0.32
H -15.1506 -7.7819 -10.8634  0.31
O -13.0194 -9.8551 -11.7416  -0.64
H -12.5284 -9.0389 -11.6192  0.29
H -13.8305 -9.7440 -11.2282  0.38
O -17.5291 -10.5419 -13.6817  -0.61
H -16.9213 -9.8778 -14.0165  0.32
H -17.5030 -10.4474 -12.7210  0.36

---

Below is a 7-piece molecular cluster, H14O7 overall in a non-equilibrium geometry, with properties calculated with ωB97M-V/def2-TZVPD.

Results
Relative energy (zero: lowest compared OMol25 entry of this formula, charge and spin) (kcal per mole): 71.8
Molecular weight (g mol⁻¹): 126.10
Kohn-Sham gap (Eh): 0.36579
SMILES: O.O.O.O.O.O.O
E_tot (eV): -14558.3493
LUMO (hartree): 0.00699

Each line ends with the Mulliken charge.
Geometry (Å):
H -0.8217 1.0400 -0.6322  0.28
H 0.1914 0.2828 -1.4749  0.36
H -4.7080 -0.4944 -0.2545  0.30
H -4.9989 -1.9563 -0.5517  0.32
H 2.7918 -1.4679 1.7857  0.28
H 3.9221 -1.5228 0.7710  0.34
H 1.5459 -0.6801 -1.1556  0.23
H 2.7418 -0.2070 -0.3455  0.44
H 1.1272 -1.9594 0.1058  0.32
H -0.1011 -1.2557 0.6591  0.31
H 2.3830 1.7857 0.8677  0.30
H 3.3993 2.2821 -0.1475  0.29
H -2.9077 2.2656 0.5342  0.33
H -4.3047 1.7204 0.2868  0.33
O 0.0727 1.1046 -0.9855  -0.58
O -5.3664 -1.1831 -0.1089  -0.62
O 3.2468 -0.9333 1.1253  -0.64
O 2.4755 -0.8732 -0.9892  -0.69
O 0.3193 -1.5117 -0.1696  -0.64
O 2.4684 2.0500 -0.0552  -0.62
O -3.4766 1.5138 0.7347  -0.64

---

Below is a 7-piece molecular cluster, H14O7 overall in a non-equilibrium geometry, with properties calculated with ωB97M-V/def2-TZVPD.

Results
Relative energy (zero: lowest compared OMol25 entry of this formula, charge and spin) (kcal per mole): 42.3
Molecular weight (g mol⁻¹): 126.10
Kohn-Sham gap (Eh): 0.36327
SMILES: O.O.O.O.O.O.O
E_tot (eV): -14559.6264
LUMO (hartree): -0.00920

Each line ends with the Mulliken charge.
Geometry (Å):
O 10.5940 13.2830 -9.0390  -0.64
H 11.4280 13.3590 -8.6040  0.38
H 9.8910 13.3560 -8.4220  0.30
O 10.8540 12.4320 -5.5690  -0.66
H 11.3410 12.2190 -4.7890  0.27
H 11.5360 12.7010 -6.2300  0.42
O 11.5040 15.8590 -4.3430  -0.64
H 11.6180 15.8840 -3.4050  0.27
H 12.1810 15.2740 -4.6280  0.48
O 13.5490 14.1370 -4.6960  -0.69
H 13.6330 14.3920 -3.7700  0.31
H 14.2990 13.5610 -4.7810  0.19
O 14.8270 11.6490 -7.7420  -0.70
H 14.9810 10.7870 -7.3690  0.32
H 14.8830 11.5480 -8.6770  0.28
O 15.1590 11.9110 -5.1140  -0.68
H 15.8190 11.8170 -4.4080  0.31
H 15.5850 12.0980 -5.9440  0.39
O 12.6920 13.3720 -7.1980  -0.68
H 13.0930 13.8780 -6.4840  0.33
H 13.3860 12.8540 -7.5150  0.43

---

Question: Which value of Kohn-Sham gap does entry 4 give?
Answer: 0.38691 Eh